Record 1
Entry from the Open Molecules 2025 dataset: C3Br2F6S as an isolated structure at a distorted geometry (ωB97M-V with the def2-TZVPD basis set).

lowest unoccupied orbital energy	-0.63	eV
frontier orbital gap	9.051	eV
energy above the lowest of the compared OMol25 structures with the same formula, charge and spin	0.0	kcal/mol

Geometry (Å):
C (-0.171, 0.537, -0.063)
C (-0.213, -0.246, 1.281)
C (-0.398, -0.399, -1.258)
F (0.412, -1.420, 1.014)
F (0.419, 0.274, 2.294)
F (-1.475, -0.589, 1.547)
F (-1.289, -1.390, -1.058)
F (-0.824, 0.257, -2.350)
F (0.737, -0.993, -1.660)
S (1.349, 1.569, -0.181)
Br (-1.577, 1.942, 0.089)
Br (3.031, 0.457, 0.346)

=====

Record 2
Entry from the Open Molecules 2025 dataset: C36H100BeNO15 as an isolated structure at a distorted geometry (ωB97M-V with the def2-TZVPD basis set).

charge	+1
lowest unoccupied orbital energy	-3.29	eV
frontier orbital gap	6.536	eV

Geometry (Å):
Be (-14.003, 17.235, -14.455)
C (-12.650, 18.476, -17.243)
C (-13.752, 19.552, -16.990)
C (-14.757, 19.353, -18.152)
C (-16.175, 20.041, -17.864)
C (-16.696, 19.583, -16.496)
C (-15.725, 19.830, -15.319)
N (-14.410, 19.246, -15.659)
O (-13.582, 19.096, -14.567)
C (-16.356, 19.150, -14.067)
C (-15.663, 21.389, -15.102)
C (-13.096, 20.901, -17.122)
H (-12.028, 18.711, -18.107)
H (-13.050, 17.464, -17.183)
H (-11.943, 18.436, -16.415)
H (-14.891, 18.377, -18.619)
H (-14.394, 19.971, -18.974)
H (-16.783, 19.706, -18.704)
H (-16.157, 21.104, -18.106)
H (-16.794, 18.503, -16.608)
H (-17.665, 20.045, -16.306)
H (-16.404, 18.061, -14.043)
H (-17.365, 19.486, -13.828)
H (-15.753, 19.307, -13.173)
H (-15.402, 21.860, -16.050)
H (-14.889, 21.721, -14.410)
H (-16.598, 21.750, -14.674)
H (-12.324, 21.086, -16.374)
H (-13.778, 21.749, -17.179)
H (-12.549, 21.139, -18.034)
C (-11.844, 16.181, -19.274)
C (-11.054, 16.690, -18.030)
O (-11.772, 16.297, -16.895)
H (-11.989, 15.101, -19.282)
H (-11.283, 16.489, -20.156)
H (-12.821, 16.653, -19.373)
H (-10.953, 17.769, -18.154)
H (-10.068, 16.227, -17.992)
H (-12.043, 15.379, -16.973)
C (-12.046, 22.496, -19.723)
C (-12.773, 21.776, -20.833)
O (-12.664, 20.354, -20.753)
H (-12.423, 23.503, -19.544)
H (-11.007, 22.543, -20.050)
H (-12.138, 21.860, -18.843)
H (-12.496, 22.197, -21.799)
H (-13.826, 21.904, -20.580)
H (-12.888, 20.112, -19.851)
C (-11.219, 20.899, -13.867)
C (-12.340, 21.911, -13.942)
O (-13.539, 21.346, -13.639)
H (-11.148, 20.408, -12.896)
H (-10.276, 21.415, -14.047)
H (-11.356, 20.122, -14.619)
H (-12.307, 22.324, -14.950)
H (-11.963, 22.711, -13.305)
H (-13.879, 20.905, -14.421)
C (-15.024, 18.599, -21.199)
C (-15.465, 20.063, -21.344)
O (-16.387, 20.226, -20.317)
H (-14.404, 18.336, -22.056)
H (-15.843, 17.880, -21.182)
H (-14.384, 18.459, -20.328)
H (-15.880, 20.211, -22.342)
H (-14.609, 20.719, -21.188)
H (-16.531, 21.174, -20.289)
C (-19.457, 19.516, -16.334)
C (-20.273, 19.224, -15.092)
O (-20.500, 20.445, -14.449)
H (-18.768, 20.301, -16.020)
H (-20.122, 19.991, -17.055)
H (-18.953, 18.693, -16.841)
H (-19.733, 18.596, -14.384)
H (-21.244, 18.789, -15.328)
H (-19.724, 21.009, -14.498)
C (-9.765, 18.854, -17.435)
C (-9.909, 20.097, -16.643)
O (-9.273, 19.876, -15.368)
H (-8.727, 18.524, -17.473)
H (-10.069, 19.050, -18.463)
H (-10.467, 18.122, -17.035)
H (-10.992, 20.123, -16.520)
H (-9.615, 20.960, -17.241)
H (-8.846, 20.642, -14.979)
O (-14.475, 18.076, -12.766)
H (-13.745, 18.575, -12.400)
H (-15.194, 18.215, -12.149)
O (-12.066, 17.042, -14.979)
H (-11.324, 17.632, -14.848)
H (-11.940, 16.690, -15.860)
O (-15.286, 17.182, -15.922)
H (-15.159, 18.036, -16.336)
H (-15.880, 16.716, -16.509)
C (-19.280, 16.949, -11.910)
C (-18.111, 17.724, -12.565)
C (-18.007, 19.134, -12.124)
O (-16.870, 17.127, -12.382)
H (-18.988, 16.475, -10.973)
H (-19.532, 16.092, -12.535)
H (-20.127, 17.526, -11.538)
H (-18.374, 17.900, -13.608)
H (-17.788, 19.225, -11.060)
H (-18.934, 19.691, -12.262)
H (-17.210, 19.648, -12.662)
H (-17.077, 16.197, -12.259)
C (-18.655, 22.160, -15.950)
C (-18.075, 23.599, -16.052)
C (-16.645, 23.695, -16.526)
O (-18.981, 24.167, -17.035)
H (-17.959, 21.598, -15.328)
H (-18.812, 21.719, -16.935)
H (-19.596, 22.267, -15.411)
H (-18.206, 24.234, -15.176)
H (-15.888, 23.133, -15.977)
H (-16.290, 24.720, -16.420)
H (-16.590, 23.316, -17.546)
H (-19.864, 23.939, -16.733)
C (-19.998, 17.971, -20.759)
C (-19.102, 19.158, -20.496)
C (-18.405, 19.152, -19.142)
O (-18.103, 19.282, -21.501)
H (-20.513, 17.799, -19.814)
H (-19.418, 17.091, -21.035)
H (-20.741, 18.216, -21.517)
H (-19.633, 20.106, -20.412)
H (-17.850, 20.076, -18.975)
H (-17.756, 18.277, -19.110)
H (-19.013, 18.887, -18.277)
H (-17.302, 19.497, -21.017)
C (-15.259, 20.793, -9.990)
C (-15.293, 21.022, -11.528)
C (-16.612, 21.600, -12.170)
O (-14.304, 21.919, -11.806)
H (-15.440, 21.606, -9.288)
H (-14.245, 20.436, -9.808)
H (-15.911, 19.941, -9.798)
H (-15.065, 20.037, -11.932)
H (-17.308, 20.767, -12.067)
H (-16.372, 21.755, -13.222)
H (-16.999, 22.464, -11.631)
H (-14.025, 21.715, -12.702)
C (-17.764, 14.925, -19.140)
C (-17.291, 16.116, -18.271)
C (-18.467, 16.772, -17.507)
O (-16.287, 15.758, -17.334)
H (-18.283, 14.115, -18.628)
H (-16.909, 14.458, -19.628)
H (-18.536, 15.256, -19.835)
H (-16.730, 16.800, -18.907)
H (-18.137, 17.533, -16.801)
H (-19.023, 16.037, -16.925)
H (-19.094, 17.288, -18.234)
H (-16.580, 14.995, -16.829)

=====

Record 3
Entry from the Open Molecules 2025 dataset: an isolated ion of composition C7H12N and charge +1 (ωB97M-V with the def2-TZVPD basis set).

charge	+1
lowest unoccupied orbital energy	-5.80	eV
frontier orbital gap	8.576	eV
energy above the lowest of the compared OMol25 structures with the same formula, charge and spin	59.6	kcal/mol

Geometry (Å):
C (-1.032, 1.798, 0.496)
C (0.285, 1.275, 0.947)
C (-0.827, -1.262, -2.607)
C (1.653, -0.706, 1.624)
C (-0.280, -0.398, -1.560)
C (0.193, -0.880, -0.370)
C (0.720, -0.102, 0.666)
N (-0.941, 1.040, 1.704)
H (-1.256, -0.697, -3.430)
H (-1.563, -1.954, -2.191)
H (-0.032, -1.901, -3.012)
H (1.496, -1.778, 1.726)
H (2.671, -0.571, 1.240)
H (1.624, -0.220, 2.598)
H (-1.603, 1.317, -0.284)
H (-0.173, 0.656, -1.786)
H (0.235, -1.956, -0.244)
H (-1.168, 2.873, 0.558)
H (1.030, 1.969, 1.325)
H (-1.031, 1.499, 2.601)

=====

Q: Which of these has the lowest lowest unoccupied orbital energy?
A: C7H12N

=====

Q: Among the records above, which one has the highest lowest unoccupied orbital energy?
A: C3Br2F6S

=====

Q: What is the frontier orbital gap in the second record?
A: 6.536 eV

=====

Q: Among the records above, which one has the highest lowest unoccupied orbital energy?
A: C3Br2F6S